[1]
Below is a molecular structure, C36H27IN3PTl, with properties calculated with wB97M-V/def2-TZVPD.

Summary:
E, a.u.: -2363.88399
Largest force on an atom, eV/Å: 0.6
Total charge: -1
M, g mol⁻¹: 863.89
Energy above the lowest of the compared OMol25 structures with the same formula, charge and spin, kJ/mol: 0.0
Kohn-Sham gap, eV: 6.862
HOMO level, eV: -4.26

Last column: Mulliken charge in e.
Positions of all 69 atoms, in Å:
Tl1 0.379828 -0.812592 -0.870987  2.216
I1 -1.971554 -2.070968 -2.397694  -0.597
C1 0.984430 0.813955 -2.300543  -0.424
C2 0.610988 1.572154 -3.369817  -0.852
C3 1.512663 2.557227 -3.867896  -0.607
C4 2.741796 2.765790 -3.294929  -0.855
C5 3.157862 1.981388 -2.182654  0.522
C6 4.403355 2.107028 -1.507306  -0.766
C7 4.691065 1.280547 -0.451548  -0.684
C8 3.775830 0.276882 -0.010199  -0.847
C9 2.563479 0.111870 -0.630384  -1.168
C10 2.269378 0.996211 -1.711092  1.550
H1 -0.359644 1.441319 -3.838094  0.436
H2 1.215906 3.158472 -4.721097  0.385
H3 3.406835 3.526938 -3.690267  0.357
H4 5.116363 2.858681 -1.830563  0.352
H5 5.643228 1.391723 0.059126  0.377
H6 4.066174 -0.355827 0.824539  0.408
C11 -1.381179 5.142675 3.722621  -0.382
C12 -0.222739 4.381957 3.829098  -0.711
C13 -0.083236 3.225126 3.077323  -0.243
C14 -1.100058 2.791329 2.221202  -0.345
C15 -2.254143 3.564376 2.122524  0.066
C16 -2.391742 4.733366 2.864813  -0.748
P1 -0.779423 1.233808 1.285634  0.269
C17 -2.201406 1.268271 0.119004  0.613
C18 -3.369001 0.536267 0.304296  -0.165
C19 -4.405003 0.606062 -0.620024  -0.747
C20 -4.284589 1.414858 -1.737932  -0.504
C21 -3.118620 2.146270 -1.937972  -0.555
C22 -2.082516 2.064422 -1.022201  -0.271
C23 -1.300770 -0.058995 2.460722  0.695
C24 -1.989019 0.258351 3.600095  -0.016
C25 -2.335100 -0.722050 4.556837  -1.033
C26 -1.951705 -2.009339 4.354560  -0.734
C27 -1.225813 -2.384600 3.192653  0.515
C28 -0.814734 -3.733142 3.047454  -0.823
C29 -0.103328 -4.111464 1.954619  -1.206
C30 0.190397 -3.164882 0.945316  -0.703
C31 -0.203980 -1.853901 1.008437  0.144
C32 -0.905031 -1.421499 2.192581  0.352
H7 -1.489484 6.053772 4.298185  0.361
H8 0.577744 4.697024 4.487264  0.382
H9 0.832652 2.647424 3.147152  0.408
H10 -3.054610 3.255913 1.460652  0.357
H11 -3.295596 5.323324 2.771655  0.396
H12 -3.466855 -0.110305 1.166985  0.318
H13 -5.295727 0.007365 -0.474666  0.368
H14 -5.083741 1.455988 -2.467953  0.340
H15 -3.004736 2.759002 -2.824000  0.407
H16 -1.159282 2.601747 -1.208867  0.430
H17 -2.269637 1.287685 3.784960  0.372
H18 -2.890367 -0.441693 5.443479  0.392
H19 -2.189478 -2.777658 5.082812  0.345
H20 -1.073084 -4.443742 3.824864  0.320
H21 0.226034 -5.138111 1.842176  0.418
H22 0.743535 -3.520005 0.085052  0.267
N1 1.295078 -6.178657 -3.525362  -0.510
C33 1.870412 -4.967473 -3.188517  0.376
C34 1.136141 -4.004727 -2.474892  -0.326
N2 1.684918 -2.862507 -2.131496  0.245
C35 2.961705 -2.640183 -2.472476  -0.240
C36 3.666127 -3.596039 -3.167495  -0.437
N3 3.129459 -4.767376 -3.533314  -0.654
H23 0.291488 -6.206068 -3.579206  0.246
H24 1.781876 -6.681910 -4.247382  0.260
H25 0.086968 -4.147031 -2.229046  0.208
H26 3.396658 -1.695881 -2.169029  0.300
H27 4.696559 -3.417943 -3.451787  0.382

Atomic forces in eV per Å
Tl 0.167 0.354 0.177
I -0.163 -0.123 -0.139
C 0.131 -0.193 0.289
C -0.008 0.135 -0.066
C -0.021 -0.085 0.075
C -0.062 -0.119 0.082
C 0.080 0.113 -0.056
C -0.102 -0.061 -0.009
C -0.108 -0.108 0.032
C 0.208 0.206 -0.179
C 0.178 0.003 0.048
C -0.208 -0.075 -0.042
H 0.024 0.003 -0.008
H -0.001 0.001 0.001
H 0.000 0.000 0.001
H -0.001 -0.003 -0.001
H -0.002 -0.002 0.006
H 0.027 0.021 0.003
C 0.015 -0.040 -0.024
C -0.042 -0.014 -0.042
C 0.003 -0.010 -0.027
C 0.145 -0.073 0.182
C -0.045 0.012 -0.006
C 0.043 -0.055 -0.016
P -0.230 0.369 -0.378
C -0.012 -0.035 0.000
C -0.073 -0.028 0.007
C 0.070 0.020 0.026
C 0.061 0.043 -0.005
C -0.049 -0.054 0.025
C 0.056 -0.012 -0.013
C 0.161 -0.249 -0.150
C -0.067 -0.021 0.181
C 0.026 0.137 -0.093
C 0.059 -0.075 -0.079
C -0.012 -0.062 0.052
C -0.055 0.101 0.035
C 0.068 0.050 -0.131
C -0.025 -0.258 0.125
C -0.296 0.089 0.177
C 0.025 0.046 -0.021
H -0.005 -0.006 0.001
H -0.006 -0.003 -0.005
H -0.020 -0.004 -0.009
H 0.022 -0.015 0.005
H 0.003 -0.009 -0.006
H -0.012 -0.006 0.000
H 0.021 0.005 0.003
H 0.014 -0.002 0.005
H 0.002 -0.005 0.009
H 0.005 0.005 0.022
H -0.013 -0.011 0.001
H 0.008 0.022 -0.008
H 0.014 -0.006 -0.022
H -0.004 0.012 0.000
H 0.015 0.015 -0.023
H -0.022 0.001 0.002
N 0.080 0.015 0.127
C -0.193 -0.178 -0.059
C -0.026 0.033 -0.106
N 0.067 0.141 0.084
C -0.046 0.008 0.086
C -0.026 -0.109 -0.069
N 0.183 0.161 -0.005
H -0.027 0.047 -0.034
H -0.011 -0.001 -0.040
H 0.046 -0.003 0.014
H -0.028 -0.016 0.000
H -0.004 -0.038 -0.009


[2]
Below is 2 unconnected molecules or ions with the total composition C3H10NS in a non-equilibrium geometry, with properties calculated with wB97M-V/def2-TZVPD.

Summary:
E, a.u.: -572.83986
Largest force on an atom, eV/Å: 3.8
Total charge: +1
M, g mol⁻¹: 92.19
Energy above the lowest of the compared OMol25 structures with the same formula, charge and spin, kJ/mol: 418.3
Kohn-Sham gap, eV: 7.947
HOMO level, eV: -14.23

Last column: Mulliken charge in e.
Positions of all 15 atoms, in Å:
C1 -0.275549 -0.647190 -1.321346  -1.226
C2 -0.189307 -1.109982 1.079097  -0.921
C3 0.749170 1.761882 0.184503  -0.298
N1 -0.502708 -0.206335 0.005173  -0.072
S1 -2.112725 0.446235 0.187240  -0.023
H1 -0.639850 0.028010 -2.037046  0.484
H2 0.741645 -0.884421 -1.450706  0.423
H3 -0.755683 -1.648162 -1.508821  0.428
H4 0.796459 -1.695099 1.091890  0.337
H5 -0.427264 -0.685821 1.985395  0.443
H6 -0.905450 -1.957876 1.183090  0.372
H7 0.777881 1.876392 -0.924554  0.284
H8 -0.104756 2.114580 0.675792  0.264
H9 1.587741 1.626420 0.801711  0.312
H10 -2.523560 -0.409088 -0.699009  0.195

Atomic forces in eV per Å
C -0.296 -2.812 -0.539
C 0.754 -3.741 -0.156
C -1.924 -2.013 -2.210
N 1.174 2.790 1.188
S 0.418 0.667 0.647
H -0.284 1.032 -0.875
H 1.475 0.109 -0.281
H -0.093 0.828 0.309
H -0.949 1.684 -0.438
H 0.311 1.579 2.119
H -0.048 0.326 -1.062
H 0.274 -0.067 1.192
H -1.026 0.881 0.499
H 1.234 -0.576 0.377
H -1.020 -0.688 -0.767


[3]
Below is 2 unconnected molecules or ions with the total composition H8N2Si2 in a non-equilibrium geometry, with properties calculated with wB97M-V/def2-TZVPD.

Summary:
E, a.u.: -693.14605
Largest force on an atom, eV/Å: 3.2
Total charge: 0
M, g mol⁻¹: 92.25
Energy above the lowest of the compared OMol25 structures with the same formula, charge and spin, kJ/mol: 488.4
Kohn-Sham gap, eV: 8.393
HOMO level, eV: -8.49

Last column: Mulliken charge in e.
Positions of all 12 atoms, in Å:
N1 -1.105073 1.235550 1.536308  -0.579
N2 0.154525 1.349029 0.900862  -0.032
Si1 -0.073059 -1.296936 -1.735435  0.451
Si2 1.443999 0.371507 1.531399  -0.080
H1 -1.722610 0.613574 0.975474  0.243
H2 -0.842441 0.592804 2.317095  0.263
H3 -0.058667 1.887929 0.019064  0.272
H4 -1.133436 -1.653219 -2.619279  -0.114
H5 0.833750 -2.388651 -2.000535  -0.114
H6 -0.769323 -1.661362 -0.371213  -0.095
H7 0.640557 -0.078436 -1.517723  -0.135
H8 2.631777 1.028211 0.963983  -0.079

Atomic forces in eV per Å
N -0.541 -1.880 1.125
N 0.197 0.691 -2.177
Si -0.852 -1.920 2.465
Si -0.905 0.079 0.515
H 0.424 0.507 0.076
H -0.846 0.755 -0.088
H 1.294 -0.522 1.475
H -0.787 0.734 -1.100
H 0.770 -0.321 -0.017
H 0.715 0.474 -0.961
H 0.136 0.981 -0.496
H 0.396 0.424 -0.815


[4]
Below is 3 unconnected molecules or ions with the total composition CH2F2N2 in a non-equilibrium geometry, with properties calculated with wB97M-V/def2-TZVPD.

Summary:
E, a.u.: -348.36146
Largest force on an atom, eV/Å: 7.1
Total charge: 0
M, g mol⁻¹: 80.04
Energy above the lowest of the compared OMol25 structures with the same formula, charge and spin, kJ/mol: 407.0
Kohn-Sham gap, eV: 9.626
HOMO level, eV: -9.81

Last column: Mulliken charge in e.
Positions of all 7 atoms, in Å:
C1 0.337758 -0.690204 -0.134751  0.540
N1 -0.769785 -0.892411 0.282430  -0.294
N2 1.499531 -0.469351 -0.251675  -0.413
F1 -0.516367 1.607028 -0.079972  -0.456
F2 -1.920005 -0.596236 -0.322568  -0.105
H1 2.285534 -1.116282 -0.422544  0.281
H2 -0.916665 2.157459 0.929083  0.447

Atomic forces in eV per Å
C 0.270 -0.307 -1.071
N -1.294 -1.381 2.668
N 3.085 0.128 0.026
F -2.224 3.860 5.471
F -0.835 0.289 -1.284
H -1.198 0.481 -0.242
H 2.195 -3.071 -5.568